Entry 1:
Formula: C30H61N3O4P
Source: the OMol25 dataset
Level of theory: the ωB97M-V functional and the def2-TZVPD basis

Values from the calculation:
HOMO energy (alpha / beta)   -0.356 / -0.389 Eh
Gap between HOMO and LUMO (alpha / beta)   6.97 / 7.85 eV
Spin multiplicity   3
LUMO (alpha / beta)   -0.1003 / -0.1003 hartree
Charge   +1

CARTESIAN COORDINATES (ANGSTROEM)
C 6.3129 -2.7477 -2.9497
C 7.4669 -1.7141 -3.0199
C 7.3680 -0.7951 -4.2537
C 8.2953 -1.2268 -5.4102
P 7.8002 0.8776 -3.7151
N 8.8791 0.8301 -2.4645
C 9.9945 1.2934 -2.7254
O 11.0811 1.6275 -2.9472
O 6.6051 1.7186 -3.2025
C 5.7191 2.2008 -4.2735
C 4.2540 1.8890 -3.9975
C 3.5520 2.0268 -5.3447
C 4.0536 0.5419 -3.2644
C 2.8165 -0.2753 -3.6605
C 2.9862 -1.0950 -4.9315
C 2.5386 -1.2798 -2.4973
H 6.6381 -3.7482 -3.1843
H 5.8273 -2.7103 -1.9913
H 5.5631 -2.4652 -3.6804
H 8.3873 -2.2748 -3.1113
H 7.4435 -1.1733 -2.0884
H 6.3726 -0.7588 -4.6732
H 7.8707 -0.8448 -6.3265
H 8.2016 -2.3002 -5.4769
H 9.3185 -0.9076 -5.2782
H 8.3720 1.5879 -4.7869
H 6.0061 1.6880 -5.1952
H 5.8846 3.2555 -4.4359
H 3.8905 2.6703 -3.3434
H 2.5072 1.7704 -5.3231
H 3.6720 3.0389 -5.7095
H 4.0495 1.3959 -6.0730
H 3.9323 0.7852 -2.2187
H 4.9182 -0.1079 -3.3053
H 1.9569 0.3794 -3.7163
H 2.0058 -1.4497 -5.2245
H 3.3622 -0.5358 -5.7800
H 3.6052 -1.9734 -4.7981
H 1.5172 -1.2276 -2.1388
H 2.7341 -2.2794 -2.8603
H 3.2617 -1.1211 -1.7103
C -2.4618 -1.0741 2.2261
C -2.2650 -0.8719 0.7063
C -3.6246 -0.7120 0.0260
C -4.4099 -2.0162 -0.0806
C -3.5631 -3.1073 -0.7308
C -2.2051 -3.3016 -0.0556
N -1.4841 -2.0075 0.1268
O -0.9904 -1.6450 -1.0038
C -2.3979 -4.0107 1.2982
C -1.3704 -4.2746 -0.8831
C -1.4942 0.4380 0.5819
H -3.3733 -1.6158 2.4737
H -1.6149 -1.5997 2.6688
H -2.5415 -0.1190 2.7424
H -3.4835 -0.3078 -0.9822
H -4.2143 0.0273 0.5712
H -4.7576 -2.3392 0.9042
H -5.3087 -1.8515 -0.6780
H -4.1109 -4.0516 -0.7233
H -3.4122 -2.8495 -1.7842
H -1.4559 -4.0675 1.8450
H -2.7472 -5.0308 1.1390
H -3.1372 -3.5403 1.9405
H -1.2473 -3.9442 -1.9134
H -1.8613 -5.2462 -0.9152
H -0.3799 -4.4118 -0.4457
H -0.5120 0.3618 1.0520
H -2.0454 1.2341 1.0805
H -1.3579 0.7460 -0.4545
C -6.5919 1.1512 6.4080
C -5.0919 1.4250 6.1479
C -4.6800 2.7327 6.8249
C -5.2033 3.9782 6.1131
C -4.8336 3.9516 4.6315
C -5.2538 2.6612 3.9271
N -4.8174 1.4505 4.6806
O -3.5593 1.2715 4.4874
C -6.7812 2.6550 3.7272
C -4.6820 2.6543 2.5128
C -4.3578 0.2663 6.8156
H -7.1899 2.0586 6.4745
H -7.0169 0.5113 5.6345
H -6.7313 0.6350 7.3566
H -3.5878 2.7916 6.8703
H -5.0282 2.7282 7.8597
H -6.2862 4.0668 6.2346
H -4.7749 4.8685 6.5769
H -5.2849 4.8064 4.1239
H -3.7499 4.0793 4.5413
H -7.1162 1.6996 3.3210
H -7.0688 3.4317 3.0188
H -7.3451 2.8569 4.6338
H -3.5986 2.7668 2.5025
H -5.0954 3.4857 1.9434
H -4.9368 1.7294 1.9920
H -4.6221 -0.6856 6.3519
H -4.6327 0.2164 7.8680
H -3.2757 0.3795 6.7757

Force components x, y, z for each atom (eV/Å):
0.081 0.777 -0.643
-0.915 -0.902 -0.247
1.016 0.382 0.282
-0.975 0.202 0.331
-0.318 -0.368 -0.191
0.095 0.393 -0.774
1.916 -0.115 0.009
-1.528 -0.170 0.443
-0.112 0.477 0.139
-0.528 -0.585 -0.291
0.249 -0.295 -0.004
0.649 0.125 -0.048
-0.663 0.415 -0.325
0.554 -0.836 1.022
-0.509 0.510 -0.415
0.214 0.244 -0.755
0.093 -0.314 0.078
-0.097 -0.231 0.432
-0.306 -0.164 -0.118
0.477 0.219 0.294
0.303 0.288 0.293
-0.476 0.148 0.213
0.289 0.299 -0.439
0.380 -0.371 -0.002
0.382 -0.148 -0.070
0.078 -0.106 0.070
0.051 -0.097 -0.160
0.257 0.309 0.265
-0.213 0.214 0.215
-0.324 0.013 0.096
-0.191 0.356 -0.091
-0.067 -0.226 -0.248
0.127 0.071 0.373
0.287 -0.178 -0.170
-0.169 0.241 -0.272
-0.222 -0.278 -0.150
0.132 0.128 -0.139
0.280 -0.118 0.212
-0.059 -0.019 0.256
-0.191 -0.413 0.013
-0.118 0.101 0.560
-0.073 -0.170 0.141
-0.221 0.610 1.857
-0.227 -0.294 -0.467
0.050 -0.039 0.044
-0.236 0.516 -0.213
-0.186 -1.593 1.094
-1.280 0.542 -1.735
1.002 0.096 -0.220
-0.141 0.133 0.252
0.354 0.277 -0.409
0.390 0.042 -0.533
0.052 -0.081 -0.018
0.000 -0.052 -0.052
-0.035 0.085 -0.132
0.137 -0.035 0.001
0.139 0.042 0.111
0.042 0.007 0.013
-0.011 0.000 0.018
0.134 -0.090 0.061
0.139 0.033 0.025
0.015 0.044 -0.010
0.042 -0.002 -0.154
0.064 0.066 -0.002
0.048 0.114 0.056
-0.104 0.025 0.130
0.002 0.030 0.012
-0.001 -0.027 0.007
-0.104 -0.116 0.113
0.064 -0.142 -0.017
-0.205 0.134 -0.098
-1.479 -0.693 1.061
0.249 0.474 -0.215
-0.038 -0.062 -0.059
0.325 0.063 0.505
-1.602 0.470 -0.965
1.494 1.376 0.660
0.397 -0.731 -0.459
-0.205 -0.033 0.234
0.551 -0.269 -0.040
0.549 -0.147 -0.286
0.002 -0.005 -0.104
0.022 0.022 -0.035
0.160 0.004 0.040
0.015 -0.108 -0.100
-0.053 -0.162 -0.007
0.000 -0.037 -0.015
-0.020 0.002 0.012
-0.064 -0.094 -0.125
0.017 -0.142 -0.037
0.029 -0.027 0.025
0.144 0.019 -0.054
0.037 -0.073 0.020
-0.001 -0.108 0.086
-0.130 0.030 0.097
-0.005 -0.016 0.034
-0.004 0.010 -0.026
-0.148 0.098 -0.011
-0.021 0.006 -0.157

***

Entry 2:
Formula: C30H61N5O7S
Source: the OMol25 dataset
Level of theory: the ωB97M-V functional and the def2-TZVPD basis

Values from the calculation:
HOMO energy   -0.318 Eh
SMILES   CCSCc1c(C[C@H](C)O)ccc2c1C(=O)NC2=O.COC[C@@H](C)N.COC[C@@H](C)N.COC[C@@H](C)N.COC[C@@H](C)N
Gap between HOMO and LUMO   8.10 eV
Spin multiplicity   1
LUMO   -0.0207 hartree

CARTESIAN COORDINATES (ANGSTROEM)
C -2.7277 2.6857 1.0513
C -1.7825 1.4124 1.0593
S -2.6248 -0.0654 0.3691
C -1.4762 -1.5243 0.3207
C -0.0307 -0.9683 0.5829
C 0.4960 -0.7494 1.9480
C -0.4369 -1.1423 3.1322
C -0.1658 -0.3821 4.4779
C 1.1549 -0.8090 5.2247
O -1.2722 -0.7247 5.3697
C 1.8359 -0.1959 2.0595
C 2.6616 0.1075 0.8787
C 2.1667 -0.1408 -0.4575
C 0.7940 -0.6668 -0.5630
C 0.5381 -0.8262 -2.0799
O -0.4433 -1.1434 -2.6894
N 1.8122 -0.5512 -2.7391
C 2.8163 0.0419 -1.8823
O 3.8745 0.5023 -2.2463
H -2.6555 3.2619 0.0913
H -2.4576 3.3694 1.8967
H -3.8090 2.4081 1.1888
H -0.8604 1.6837 0.4727
H -1.4331 1.2929 2.1203
H -1.6963 -2.2179 1.1679
H -1.5328 -2.0032 -0.6870
H -0.4583 -2.2654 3.2457
H -1.4852 -0.8623 2.8157
H -0.2600 0.7238 4.3127
H 1.7078 0.1435 5.4846
H 0.9650 -1.3085 6.2111
H 1.8658 -1.3963 4.5855
H -1.7116 -1.5000 4.9751
H 2.2862 0.0007 3.0535
H 3.7007 0.5024 0.9739
H 2.0926 -1.4848 -3.0665
C 6.6547 -5.0054 0.1220
C 5.2370 -4.7627 0.6289
C 4.2548 -4.3349 -0.4775
O 4.3757 -2.9758 -0.8722
C 5.3826 -2.7329 -1.8314
N 5.2829 -3.7825 1.7200
H 7.1828 -4.0787 -0.1057
H 7.2428 -5.5271 0.8796
H 6.6485 -5.6250 -0.7784
H 4.8735 -5.7111 1.0375
H 3.2398 -4.4333 -0.0801
H 4.3133 -4.9997 -1.3483
H 5.4862 -3.5565 -2.5439
H 6.3342 -2.5371 -1.3328
H 5.1008 -1.8307 -2.3768
H 4.3491 -3.6867 2.1132
H 5.4612 -2.8710 1.3008
C -2.3059 0.8521 -4.8556
C -2.8889 1.2342 -6.2113
C -1.9339 0.9566 -7.3873
O -0.8931 1.9116 -7.5335
C 0.2382 1.6826 -6.7101
N -3.3052 2.6414 -6.1722
H -1.5438 1.5534 -4.5131
H -3.0900 0.8416 -4.0955
H -1.8615 -0.1453 -4.8866
H -3.7817 0.6190 -6.3644
H -2.5153 1.0161 -8.3126
H -1.5251 -0.0604 -7.3419
H 0.4402 0.6163 -6.5763
H 0.1082 2.1678 -5.7405
H 1.1031 2.1401 -7.1936
H -3.7708 2.8694 -7.0479
H -2.4588 3.2078 -6.1962
C 4.9090 5.4326 2.9940
C 4.7632 4.4152 1.8674
C 3.2981 4.1206 1.4936
O 2.6251 3.2561 2.3986
C 2.0837 3.9003 3.5384
N 5.4855 3.1917 2.2351
H 4.6551 5.0168 3.9700
H 5.9418 5.7810 3.0574
H 4.2744 6.3051 2.8189
H 5.2451 4.8422 0.9822
H 3.2969 3.5947 0.5338
H 2.7275 5.0451 1.3421
H 1.7145 4.9034 3.3074
H 2.8250 3.9442 4.3394
H 1.2467 3.2982 3.8981
H 5.4598 2.5476 1.4473
H 4.9352 2.7187 2.9504
C -6.5059 -0.1736 1.3502
C -6.6404 -1.1952 0.2265
C -8.1018 -1.5042 -0.1496
O -8.7683 -2.3721 0.7562
C -9.3180 -1.7303 1.8934
N -5.9088 -2.4124 0.5989
H -6.7578 -0.5871 2.3279
H -5.4755 0.1840 1.4140
H -7.1476 0.6933 1.1714
H -6.1601 -0.7660 -0.6590
H -8.0965 -2.0324 -1.1077
H -8.6803 -0.5851 -0.3046
H -9.6965 -0.7315 1.6586
H -8.5784 -1.6767 2.6952
H -10.1495 -2.3390 2.2528
H -5.9280 -3.0585 -0.1870
H -6.4572 -2.8880 1.3139

Force components x, y, z for each atom (eV/Å):
-0.438 -0.356 -0.254
1.097 1.243 0.445
-0.536 0.146 -0.038
1.879 0.868 0.975
0.980 0.014 -0.658
0.816 0.151 -1.896
0.098 0.853 -0.593
-0.547 -1.414 0.426
0.734 1.340 -0.097
0.141 -0.113 -0.819
-0.405 -0.276 -1.729
-1.117 -0.514 -0.718
-1.309 0.067 2.221
1.425 0.696 0.567
0.827 0.367 1.425
0.328 -0.086 0.336
-0.100 -0.608 -0.103
-1.042 -0.879 1.360
-1.468 -0.721 0.714
-0.018 -0.632 0.844
-0.105 -0.644 -0.764
1.002 0.175 -0.079
-0.873 -0.463 0.460
-0.437 -0.302 -0.947
-0.198 0.407 -0.991
-0.092 0.472 0.978
0.321 1.028 0.190
0.993 -0.206 0.362
0.414 -0.973 0.069
-0.393 -0.990 -0.197
-0.104 0.263 -1.193
-0.836 0.258 0.662
0.166 0.490 0.418
-0.449 -0.124 -0.879
-1.072 -0.332 0.211
0.336 0.800 -0.688
0.153 -0.210 0.005
0.226 0.307 -0.175
-0.290 -0.058 0.291
-0.230 -0.399 -0.101
0.086 0.456 0.006
-0.272 0.017 -0.090
-0.098 0.018 0.006
-0.071 0.065 -0.001
-0.002 0.044 0.010
-0.103 0.064 -0.023
0.017 0.095 0.014
0.146 0.038 -0.038
0.029 -0.062 0.082
0.134 -0.091 -0.205
0.040 -0.034 0.011
0.079 -0.069 0.088
0.097 -0.084 0.062
-0.110 -0.203 0.141
0.371 0.191 0.186
-0.282 0.085 -0.198
0.019 -0.367 0.052
0.027 0.330 -0.078
0.000 -0.040 -0.285
-0.002 0.005 -0.096
0.029 0.041 -0.063
0.028 0.060 0.038
0.027 0.035 -0.114
0.052 0.089 -0.001
0.073 0.017 0.136
-0.079 -0.001 0.067
0.094 -0.177 0.111
-0.079 -0.023 -0.064
-0.089 -0.004 0.101
-0.072 -0.043 0.112
0.121 0.225 0.011
-0.177 -0.062 0.377
0.156 -0.175 -0.303
-0.086 0.316 -0.079
0.041 -0.345 0.092
-0.206 -0.118 -0.191
-0.036 -0.059 -0.068
-0.045 -0.081 -0.020
-0.002 -0.040 0.019
-0.076 -0.092 -0.046
-0.019 -0.078 0.066
0.007 0.045 0.141
0.078 0.021 -0.008
-0.064 0.204 0.065
0.009 -0.012 -0.095
0.163 0.075 -0.012
0.117 0.095 0.035
0.137 0.268 0.033
-0.141 -0.043 0.374
0.159 -0.179 -0.264
-0.087 0.349 -0.099
0.034 -0.335 0.091
-0.148 -0.108 -0.179
-0.046 -0.069 -0.070
-0.044 -0.119 -0.034
-0.020 -0.047 0.013
-0.052 -0.081 -0.034
-0.018 -0.072 0.069
0.013 0.051 0.140
0.086 0.027 -0.011
-0.063 0.203 0.061
0.023 -0.011 -0.098
0.119 0.061 0.007
0.100 0.085 0.013